1.
ORCA calculation (ωB97M-V/def2-TZVPD) on one molecule with the formula CH5ClNP.

For the total energy, the calculation gives -24418.732 eV. Its SMILES is CNPCl. The energy above the lowest of the compared OMol25 structures with the same formula, charge and spin is 38.4 kcal/mol. Its orbital gap is 9.825 eV. The value obtained for the molecular weight is 97.5 g/mol.

Structure (ORCA input):
```
! RIJCOSX wB97M-V def2-TZVPD def2/J DEFGRID3
* xyz 0 1
C 0.736 -0.317 -0.638
N -0.326 -0.118 0.318
P -1.788 0.882 -0.273
Cl -2.033 1.944 1.429
H 0.494 -0.917 -1.420
H 1.072 0.717 -1.031
H 1.461 -0.850 -0.169
H -0.096 0.524 1.042
H -2.482 -0.206 0.147
*
```

---

2.
ORCA calculation (ωB97M-V/def2-TZVPD) on a 5-piece molecular cluster, C25H57O15 overall.

For the total energy, the calculation gives -57553.717 eV. The energy above the lowest of the compared OMol25 structures with the same formula, charge and spin is 57.7 kcal/mol. Its orbital gap is 5.872 eV. The value obtained for the molecular weight is 597.7 g/mol.

Structure (ORCA input):
```
! RIJCOSX wB97M-V def2-TZVPD def2/J DEFGRID3
* xyz -1 1
O -0.343 -1.453 0.777
C -0.796 -0.212 0.624
O -1.990 -0.142 0.379
O -0.043 0.773 0.592
H -1.226 -1.821 0.850
C -6.557 7.204 -1.302
O -5.650 6.747 -2.251
C -6.114 6.830 -3.596
C -5.028 6.527 -4.647
O -4.830 5.155 -4.610
C -4.097 4.663 -5.690
C -4.159 3.096 -5.717
O -3.769 2.457 -4.492
C -3.448 1.082 -4.579
H -7.432 6.587 -1.101
H -6.994 8.143 -1.642
H -5.989 7.571 -0.447
H -6.409 7.877 -3.677
H -7.069 6.344 -3.793
H -4.184 7.156 -4.363
H -5.533 6.752 -5.586
H -3.086 5.054 -5.575
H -4.572 5.055 -6.589
H -3.505 2.807 -6.539
H -5.160 2.775 -6.003
H -4.329 0.481 -4.807
H -3.164 0.660 -3.615
H -2.648 0.899 -5.296
C -0.851 -5.375 -8.239
O -1.331 -4.965 -9.505
C -1.310 -3.578 -9.655
C 0.087 -2.817 -9.473
O 0.488 -2.833 -8.078
C 1.843 -2.410 -7.823
C 2.040 -2.457 -6.368
O 1.950 -3.764 -5.840
C 2.123 -3.724 -4.405
H -1.272 -4.742 -7.458
H 0.229 -5.524 -8.216
H -1.261 -6.372 -8.081
H -2.026 -3.125 -8.969
H -1.674 -3.256 -10.631
H -0.123 -1.875 -9.980
H 0.726 -3.388 -10.147
H 2.026 -1.377 -8.121
H 2.519 -3.114 -8.307
H 1.301 -1.845 -5.851
H 3.008 -2.040 -6.091
H 3.087 -3.277 -4.165
H 2.011 -4.717 -3.969
H 1.282 -3.216 -3.934
C 8.077 -0.139 -0.930
O 6.903 0.128 -1.695
C 6.323 1.454 -1.477
C 5.711 1.701 -0.068
O 6.718 1.530 0.913
C 6.262 1.630 2.239
C 7.472 1.226 3.079
O 8.531 2.165 3.141
C 9.421 2.291 2.048
H 8.694 0.758 -0.870
H 8.710 -0.830 -1.487
H 7.812 -0.565 0.038
H 5.431 1.395 -2.101
H 7.076 2.168 -1.808
H 4.902 0.994 0.111
H 5.224 2.675 -0.112
H 5.383 1.063 2.546
H 6.117 2.677 2.504
H 7.836 0.264 2.717
H 7.102 1.178 4.103
H 10.070 3.158 2.173
H 8.965 2.343 1.059
H 9.941 1.353 1.855
C -3.416 -2.164 6.519
O -3.114 -2.174 7.909
C -3.614 -3.338 8.550
C -3.224 -3.505 10.065
O -3.806 -2.430 10.799
C -3.804 -2.482 12.196
C -2.378 -2.417 12.816
O -2.323 -1.906 14.233
C -0.978 -1.834 14.708
H -4.476 -2.038 6.298
H -3.043 -3.097 6.096
H -2.920 -1.357 5.979
H -3.460 -4.334 8.135
H -4.702 -3.273 8.575
H -2.141 -3.382 10.057
H -3.474 -4.480 10.482
H -4.318 -3.415 12.427
H -4.471 -1.698 12.556
H -1.765 -1.725 12.237
H -2.017 -3.445 12.839
H -0.268 -1.728 13.888
H -0.762 -2.718 15.309
H -0.950 -0.953 15.349
*
```

---

3.
ORCA calculation (ωB97M-V/def2-TZVPD) on one molecule with the formula C21H23N3O4S2.

For the total energy, the calculation gives -56481.427 eV. Its SMILES is Cc1cccc(OCCCC(=O)Nc2ccc(S(=O)(=O)Nc3nccs3)cc2)c1C. The energy above the lowest of the compared OMol25 structures with the same formula, charge and spin is 46.5 kcal/mol. Its orbital gap is 8.710 eV. The value obtained for the molecular weight is 445.6 g/mol.

Structure (ORCA input):
```
! RIJCOSX wB97M-V def2-TZVPD def2/J DEFGRID3
* xyz 0 1
C -0.370 3.537 0.289
C 0.545 2.480 0.822
C 0.454 2.094 2.154
C 1.314 1.144 2.666
C 2.270 0.555 1.859
C 2.361 0.913 0.522
O 3.218 0.332 -0.386
C 4.379 -0.376 0.006
C 4.512 -1.620 -0.880
C 3.734 -2.826 -0.335
C 2.354 -2.447 0.180
O 2.038 -2.583 1.338
N 1.531 -1.957 -0.797
C 0.347 -1.247 -0.640
C -0.280 -1.089 0.596
C -1.400 -0.287 0.698
C -1.912 0.320 -0.432
S -3.340 1.370 -0.333
O -3.233 2.428 -1.290
O -3.657 1.670 1.025
N -4.563 0.384 -0.955
C -5.063 -0.708 -0.317
N -5.862 -1.566 -0.850
C -6.186 -2.548 0.032
C -5.617 -2.445 1.255
S -4.618 -1.030 1.343
C -1.330 0.137 -1.672
C -0.198 -0.643 -1.777
C 1.500 1.889 -0.003
C 1.609 2.305 -1.440
H -1.005 3.147 -0.506
H 0.201 4.370 -0.120
H -1.017 3.913 1.077
H -0.293 2.545 2.788
H 1.245 0.850 3.702
H 2.913 -0.198 2.287
H 4.359 -0.666 1.057
H 5.242 0.285 -0.152
H 5.566 -1.893 -0.958
H 4.165 -1.350 -1.880
H 3.639 -3.590 -1.110
H 4.276 -3.260 0.508
H 1.929 -1.897 -1.724
H 0.132 -1.565 1.469
H -1.876 -0.112 1.649
H -4.869 0.535 -1.903
H -6.854 -3.323 -0.293
H -5.721 -3.092 2.101
H -1.756 0.631 -2.531
H 0.284 -0.771 -2.736
H 0.649 2.196 -1.942
H 2.352 1.704 -1.954
H 1.901 3.353 -1.506
*
```

---

4.
ORCA calculation (ωB97M-V/def2-TZVPD) on a 2-piece molecular cluster, C2H7N2OPS overall.

For the total energy, the calculation gives -27335.138 eV. The energy above the lowest of the compared OMol25 structures with the same formula, charge and spin is 150.6 kcal/mol. Its orbital gap (spin up / spin down) is 6.217 / 9.122 eV. The value obtained for the molecular weight is 138.1 g/mol.

Structure (ORCA input):
```
! RIJCOSX wB97M-V def2-TZVPD def2/J DEFGRID3
* xyz 0 1
C 0.779 1.382 -0.642
C 1.820 1.435 0.519
N 0.007 0.062 -0.768
N -1.946 -1.653 0.122
O -2.920 -2.252 0.989
P 0.797 -1.226 -0.117
S 2.036 -0.258 1.258
H 0.149 2.213 -0.502
H 1.232 1.596 -1.622
H 2.815 1.656 0.152
H 1.545 2.084 1.336
H -0.954 -0.053 -0.398
H -3.250 -2.957 0.425
H -2.110 -2.029 -0.752
*
```

---

5.
ORCA calculation (ωB97M-V/def2-TZVPD) on a 2-piece molecular cluster, C4H4F2O overall.

For the total energy, the calculation gives -11689.239 eV. The energy above the lowest of the compared OMol25 structures with the same formula, charge and spin is 126.8 kcal/mol. Its orbital gap (spin up / spin down) is 8.188 / 8.744 eV. The value obtained for the molecular weight is 106.1 g/mol.

Structure (ORCA input):
```
! RIJCOSX wB97M-V def2-TZVPD def2/J DEFGRID3
* xyz 0 1
C 1.161 1.260 1.838
C -0.233 -1.266 -0.461
C -1.108 -0.021 -0.899
C 0.302 0.159 -0.591
O 0.614 1.022 2.847
F -1.477 -0.045 -2.180
F 1.287 0.630 -1.362
H 2.155 1.689 1.584
H -0.446 -1.536 0.597
H -0.203 -2.072 -1.191
H -2.054 0.181 -0.183
*
```

---

6.
ORCA calculation (ωB97M-V/def2-TZVPD) on a 4-piece molecular cluster, H8O4 overall.

For the total energy, the calculation gives -8319.934 eV. Its SMILES is O.O.O.O. The energy above the lowest of the compared OMol25 structures with the same formula, charge and spin is 17.1 kcal/mol. Its orbital gap is 10.755 eV. The value obtained for the molecular weight is 72.1 g/mol.

Structure (ORCA input):
```
! RIJCOSX wB97M-V def2-TZVPD def2/J DEFGRID3
* xyz 0 1
O 3.202 -1.491 -0.677
H 2.558 -0.942 -0.185
H 2.934 -2.398 -0.504
O -1.089 0.432 -1.754
H -1.660 1.143 -2.068
H -1.204 -0.279 -2.397
O -1.892 1.013 2.447
H -2.530 0.434 2.879
H -2.322 1.288 1.629
O 1.034 0.142 0.280
H 0.305 0.196 0.908
H 0.663 0.462 -0.559
*
```